Here is 5 unconnected molecules or ions with the total composition C24H56NO15S4 from OMol25. Energies are from wB97M-V/def2-TZVPD.

Output
Highest occupied orbital energy (spin up / spin down) (eV): -8.18 / -9.40
Spin multiplicity: 2
<S²>: 0.754

Cartesian coordinates (Å):
1 C 6.17 -2.55 0.51
2 C 5.83 -2.15 -0.93
3 O 7.00 -2.04 -1.74
4 C 4.95 -3.20 -1.61
5 O 3.99 -3.68 -0.69
6 C 2.65 -3.75 -1.16
7 C 1.84 -4.46 -0.08
8 C 1.90 -3.76 1.28
9 C 0.58 -3.96 2.03
10 C 3.05 -4.34 2.13
11 N 2.17 -2.29 1.11
12 O 1.98 -1.62 2.18
13 C 1.67 -1.60 -0.11
14 C 2.35 -0.21 -0.15
15 C 0.15 -1.43 0.01
16 C 2.02 -2.38 -1.40
17 H 7.09 -2.05 0.82
18 H 6.33 -3.63 0.60
19 H 5.37 -2.24 1.19
20 H 5.29 -1.20 -0.89
21 H 7.54 -1.35 -1.36
22 H 4.47 -2.78 -2.50
23 H 5.59 -4.02 -1.94
24 H 2.62 -4.33 -2.09
25 H 2.14 -5.50 0.02
26 H 0.80 -4.48 -0.44
27 H 0.36 -5.03 2.02
28 H -0.25 -3.46 1.55
29 H 0.68 -3.67 3.07
30 H 2.66 -5.17 2.73
31 H 3.41 -3.57 2.82
32 H 3.87 -4.70 1.52
33 H 3.28 -0.24 -0.71
34 H 1.69 0.49 -0.66
35 H 2.51 0.17 0.86
36 H -0.23 -0.63 -0.62
37 H -0.37 -2.34 -0.29
38 H -0.16 -1.22 1.04
39 H 1.09 -2.57 -1.95
40 H 2.63 -1.78 -2.07
41 O -3.04 -0.29 -0.08
42 S -3.50 1.05 0.16
43 O -4.74 1.25 0.85
44 O -3.50 1.85 -1.21
45 C -4.19 1.26 -2.33
46 C -5.69 1.37 -2.23
47 C -2.24 1.96 0.98
48 H -3.87 0.22 -2.45
49 H -3.83 1.80 -3.20
50 H -6.08 0.77 -1.40
51 H -6.15 1.02 -3.15
52 H -5.99 2.41 -2.06
53 H -1.30 1.82 0.46
54 H -2.18 1.57 1.99
55 H -2.52 3.01 1.01
56 O -1.59 -2.22 3.63
57 S -1.48 -1.10 4.52
58 O -1.68 -1.29 5.93
59 O -2.45 0.05 4.00
60 C -3.82 -0.31 3.69
61 C -4.67 -0.49 4.93
62 C 0.03 -0.26 4.25
63 H -3.82 -1.20 3.06
64 H -4.19 0.52 3.09
65 H -4.35 -1.36 5.51
66 H -5.71 -0.64 4.64
67 H -4.61 0.38 5.57
68 H 0.16 -0.09 3.18
69 H 0.83 -0.91 4.61
70 H 0.02 0.68 4.81
71 O -0.50 4.21 2.43
72 S -0.60 5.36 3.29
73 O -1.17 6.57 2.79
74 O 0.83 5.65 3.91
75 C 1.95 5.76 3.00
76 C 1.97 7.09 2.26
77 C -1.42 4.91 4.78
78 H 1.93 4.92 2.31
79 H 2.82 5.66 3.64
80 H 1.12 7.17 1.58
81 H 2.89 7.17 1.69
82 H 1.92 7.92 2.97
83 H -0.97 4.00 5.17
84 H -2.46 4.75 4.53
85 H -1.32 5.73 5.49
86 O -2.56 0.47 -5.19
87 S -1.99 1.30 -6.21
88 O -2.83 2.19 -6.95
89 O -1.17 0.38 -7.21
90 C -1.85 -0.76 -7.79
91 C -2.81 -0.37 -8.89
92 C -0.63 2.20 -5.55
93 H -2.35 -1.32 -6.99
94 H -1.05 -1.38 -8.18
95 H -3.65 0.21 -8.50
96 H -3.20 -1.27 -9.37
97 H -2.30 0.24 -9.64
98 H 0.01 1.51 -5.01
99 H -1.05 2.95 -4.88
100 H -0.10 2.67 -6.37